No. 1
{"formula": "C8H13N2O", "method": "ωB97M-V/def2-TZVPD", "species": ["C", "C", "C", "C", "N", "O", "C", "C", "C", "C", "N", "H", "H", "H", "H", "H", "H", "H", "H", "H", "H", "H", "H", "H"], "positions_angstrom": [[-0.19571, -1.06503, -1.28738], [0.29308, -0.80734, 0.05245], [-0.04096, -1.93823, 0.95347], [1.91090, -0.41167, 0.04612], [3.02399, -1.07902, -0.10871], [4.05339, -0.24221, -0.05276], [3.57300, 1.04181, 0.15470], [2.19221, 0.98162, 0.22787], [0.87698, 1.71324, -0.01185], [-0.18321, 0.63973, 0.52181], [-1.52893, 0.89402, 0.01716], [-1.19487, -1.56536, -1.05946], [0.30989, -1.96371, -1.70255], [-0.24304, -0.40909, -2.14361], [-1.12626, -1.98790, 1.17263], [0.59258, -1.92486, 1.81520], [0.06307, -2.90016, 0.36520], [4.43551, 1.67272, 0.05532], [0.64670, 2.58904, 0.49235], [0.80965, 1.93541, -1.04800], [-0.16669, 0.70712, 1.55209], [-1.99251, 1.81002, -0.06105], [-2.30038, 0.44826, 0.61481], [-1.38206, 0.50598, -0.90499]], "nbo_charge": [-0.713, -0.038, -0.624, 0.140, -0.097, -0.226, 0.135, -0.181, -0.403, -0.044, -0.703, 0.219, 0.289, 0.244, 0.210, 0.250, 0.247, 0.243, 0.229, 0.227, 0.227, 0.452, 0.455, 0.462], "smiles": "CC1(C)c2nocc2C[C@H]1[NH3+]", "charge": 1, "e_tot_ha": -497.01586, "homo_ev": -13.112, "homo_lumo_gap_ha": 0.34388}

***

No. 2
{"formula": "C3H7ClNS", "method": "ωB97M-V/def2-TZVPD", "species": ["C", "C", "C", "N", "S", "Cl", "H", "H", "H", "H", "H", "H", "H"], "positions_angstrom": [[1.32393, -0.34974, -0.09926], [-1.09775, 1.10362, 0.47976], [1.27448, -1.87209, -0.24715], [-1.86911, 0.74704, -0.51067], [2.82193, 0.34953, 0.02771], [-0.43036, -2.35821, 0.07636], [-0.56033, 2.08445, 0.32209], [-0.89444, 0.52830, 1.37486], [1.63214, -2.14788, -1.29174], [2.02620, -2.50478, 0.31492], [-2.29324, 1.19493, -1.34594], [-1.91686, -0.31177, -0.65314], [2.55350, 1.69184, -0.17184]], "nbo_charge": [-0.282, 0.166, -0.544, -0.662, 0.291, -0.045, 0.231, 0.253, 0.283, 0.262, 0.460, 0.447, 0.140], "charge": 1, "e_tot_ha": -1031.24440, "homo_ev": -12.951, "homo_lumo_gap_ha": 0.28938}

***

No. 3
{"formula": "C4H7NO2", "method": "ωB97M-V/def2-TZVPD", "species": ["C", "C", "C", "O", "C", "N", "O", "H", "H", "H", "H", "H", "H", "H"], "positions_angstrom": [[-0.41567, 1.36758, -0.26259], [0.30970, 0.19362, 0.40152], [-0.15130, 0.00508, 1.84403], [-1.06670, 0.62324, 2.33026], [0.16668, -1.16248, -0.29984], [0.41822, -1.16764, -1.63741], [-0.10578, -2.17868, 0.31646], [-1.46353, 1.38213, 0.05177], [0.03582, 2.31547, 0.04409], [-0.38494, 1.32626, -1.35659], [1.39261, 0.39302, 0.43900], [0.42029, -0.73680, 2.43080], [0.55607, -0.32415, -2.16865], [0.28852, -2.03665, -2.13285]], "nbo_charge": [-0.607, -0.433, 0.465, -0.517, 0.687, -0.823, -0.608, 0.241, 0.222, 0.198, 0.239, 0.132, 0.396, 0.408], "smiles": "C[C@@H](C=O)C(N)=O", "charge": 0, "e_tot_ha": -361.86130, "homo_ev": -9.858, "homo_lumo_gap_ha": 0.38825}

***

No. 4
{"formula": "C3H10N2O2", "method": "ωB97M-V/def2-TZVPD", "species": ["N", "C", "C", "N", "C", "O", "H", "H", "H", "H", "H", "H", "H", "H", "O", "H", "H"], "positions_angstrom": [[2.58007, 0.80917, 1.71514], [2.33273, 0.33471, 0.33032], [1.24303, -0.90854, 0.47654], [0.12780, -0.75290, -0.46432], [0.22666, -1.36856, -1.70507], [-0.61817, -1.27723, -2.56623], [1.67776, 1.22432, 2.08994], [3.19353, 1.65962, 1.76257], [3.35418, -0.08429, -0.14695], [2.00530, 1.04550, -0.42349], [1.84982, -1.82552, 0.30080], [0.91438, -1.10652, 1.40775], [-0.71199, -0.34013, -0.06344], [1.14985, -1.93836, -1.84749], [-5.07433, 2.16698, 1.37992], [-4.16242, 2.39580, 1.53539], [-5.50002, 3.11202, 1.50903]], "nbo_charge": [-0.839, -0.222, -0.231, -0.641, 0.529, -0.588, 0.345, 0.359, 0.182, 0.180, 0.201, 0.203, 0.409, 0.114, -0.927, 0.461, 0.466], "smiles": "NCCNC=O.O", "charge": 0, "e_tot_ha": -380.25188, "homo_ev": -9.681, "homo_lumo_gap_ha": 0.37434}

***

No. 5
{"formula": "C3H7N2OS", "method": "ωB97M-V/def2-TZVPD", "species": ["C", "C", "C", "N", "N", "O", "S", "H", "H", "H", "H", "H", "H", "H"], "positions_angstrom": [[-0.33497, 0.35104, -1.28231], [1.04472, 0.48680, -0.65151], [0.17364, -0.81073, 1.13724], [-0.67630, -1.01136, 2.12444], [0.81168, 0.30399, 0.82753], [-1.19758, -0.14682, -0.60726], [-0.39259, 1.23589, -2.83408], [1.83043, -0.22383, -0.96444], [1.55483, 1.35826, -1.12329], [0.53971, -1.69931, 0.69708], [-0.85889, -0.19761, 2.76615], [-1.26221, -1.79881, 2.09240], [0.44821, 1.14401, 1.26012], [-1.68069, 1.00848, -3.44208]], "mulliken_spin": [0.533, -0.059, 0.013, 0.002, 0.006, 0.452, 1.000, 0.052, 0.015, 0.001, 0.000, 0.001, -0.003, -0.012], "charge": 1, "e_tot_ha": -701.00470, "homo_ev": [-9.697, -13.991], "homo_lumo_gap_ha": [0.23198, 0.21695], "spin_multiplicity": 3}

***

No. 6
{"formula": "C13H19N5O2PdS", "method": "ωB97M-V/def2-TZVPD", "species": ["Pd", "C", "C", "N", "C", "S", "N", "N", "C", "C", "C", "C", "C", "C", "C", "N", "H", "H", "H", "H", "H", "H", "H", "H", "H", "H", "H", "H", "H", "N", "C", "C", "C", "O", "O", "H", "H", "H", "H", "H", "H"], "positions_angstrom": [[0.32589, -1.19864, 0.23406], [4.24638, 2.86403, -1.24455], [3.25911, 2.46603, -2.33270], [2.90526, 1.05698, -2.29056], [2.06317, 0.52124, -1.38993], [1.93338, -1.21947, -1.37124], [1.41086, 1.36790, -0.60767], [0.58779, 0.73176, 0.25693], [-0.08344, 1.41317, 1.12736], [0.02645, 2.89616, 1.24715], [-0.96079, 0.61756, 1.99850], [-1.85761, 1.17607, 2.90098], [-2.64967, 0.33697, 3.66915], [-2.53426, -1.03468, 3.52996], [-1.63121, -1.52949, 2.60312], [-0.87562, -0.72803, 1.86729], [4.52585, 3.91310, -1.35093], [5.15327, 2.26141, -1.30560], [3.80398, 2.72046, -0.25932], [3.67837, 2.66109, -3.32026], [2.34110, 3.04653, -2.24479], [3.43184, 0.40626, -2.84745], [1.00526, 3.21398, 0.89672], [-0.11133, 3.21450, 2.27871], [-0.72112, 3.39822, 0.62797], [-1.94036, 2.24831, 2.99534], [-3.35584, 0.75732, 4.37297], [-3.13194, -1.71465, 4.11925], [-1.48471, -2.58915, 2.43064], [-1.57685, -1.16706, -1.83828], [-2.00110, -2.53863, -2.13465], [-2.00965, -3.40903, -0.88025], [-0.62385, -3.91733, -0.45591], [-0.26940, -5.00942, -0.86014], [0.08752, -3.19284, 0.36140], [-2.36190, -0.61504, -1.51356], [-1.20253, -0.70722, -2.65823], [-1.31017, -2.97175, -2.85978], [-2.99803, -2.56850, -2.58960], [-2.58822, -4.30744, -1.09604], [-2.50588, -2.87069, -0.06606]], "nbo_charge": [0.826, -0.618, -0.217, -0.579, 0.305, -0.150, -0.471, -0.176, 0.188, -0.671, 0.177, -0.234, -0.146, -0.251, 0.075, -0.443, 0.211, 0.208, 0.219, 0.199, 0.213, 0.408, 0.260, 0.221, 0.236, 0.228, 0.226, 0.233, 0.241, -0.861, -0.210, -0.524, 0.782, -0.639, -0.782, 0.353, 0.370, 0.206, 0.167, 0.230, 0.190], "charge": 0, "e_tot_ha": -1457.14239, "homo_ev": -7.950, "homo_lumo_gap_ha": 0.26426}

***

What did the sixth record say?
{"formula": "C13H19N5O2PdS", "method": "ωB97M-V/def2-TZVPD", "species": ["Pd", "C", "C", "N", "C", "S", "N", "N", "C", "C", "C", "C", "C", "C", "C", "N", "H", "H", "H", "H", "H", "H", "H", "H", "H", "H", "H", "H", "H", "N", "C", "C", "C", "O", "O", "H", "H", "H", "H", "H", "H"], "positions_angstrom": [[0.32589, -1.19864, 0.23406], [4.24638, 2.86403, -1.24455], [3.25911, 2.46603, -2.33270], [2.90526, 1.05698, -2.29056], [2.06317, 0.52124, -1.38993], [1.93338, -1.21947, -1.37124], [1.41086, 1.36790, -0.60767], [0.58779, 0.73176, 0.25693], [-0.08344, 1.41317, 1.12736], [0.02645, 2.89616, 1.24715], [-0.96079, 0.61756, 1.99850], [-1.85761, 1.17607, 2.90098], [-2.64967, 0.33697, 3.66915], [-2.53426, -1.03468, 3.52996], [-1.63121, -1.52949, 2.60312], [-0.87562, -0.72803, 1.86729], [4.52585, 3.91310, -1.35093], [5.15327, 2.26141, -1.30560], [3.80398, 2.72046, -0.25932], [3.67837, 2.66109, -3.32026], [2.34110, 3.04653, -2.24479], [3.43184, 0.40626, -2.84745], [1.00526, 3.21398, 0.89672], [-0.11133, 3.21450, 2.27871], [-0.72112, 3.39822, 0.62797], [-1.94036, 2.24831, 2.99534], [-3.35584, 0.75732, 4.37297], [-3.13194, -1.71465, 4.11925], [-1.48471, -2.58915, 2.43064], [-1.57685, -1.16706, -1.83828], [-2.00110, -2.53863, -2.13465], [-2.00965, -3.40903, -0.88025], [-0.62385, -3.91733, -0.45591], [-0.26940, -5.00942, -0.86014], [0.08752, -3.19284, 0.36140], [-2.36190, -0.61504, -1.51356], [-1.20253, -0.70722, -2.65823], [-1.31017, -2.97175, -2.85978], [-2.99803, -2.56850, -2.58960], [-2.58822, -4.30744, -1.09604], [-2.50588, -2.87069, -0.06606]], "nbo_charge": [0.826, -0.618, -0.217, -0.579, 0.305, -0.150, -0.471, -0.176, 0.188, -0.671, 0.177, -0.234, -0.146, -0.251, 0.075, -0.443, 0.211, 0.208, 0.219, 0.199, 0.213, 0.408, 0.260, 0.221, 0.236, 0.228, 0.226, 0.233, 0.241, -0.861, -0.210, -0.524, 0.782, -0.639, -0.782, 0.353, 0.370, 0.206, 0.167, 0.230, 0.190], "charge": 0, "e_tot_ha": -1457.14239, "homo_ev": -7.950, "homo_lumo_gap_ha": 0.26426}

***

Repeat the fifth record exactly.
{"formula": "C3H7N2OS", "method": "ωB97M-V/def2-TZVPD", "species": ["C", "C", "C", "N", "N", "O", "S", "H", "H", "H", "H", "H", "H", "H"], "positions_angstrom": [[-0.33497, 0.35104, -1.28231], [1.04472, 0.48680, -0.65151], [0.17364, -0.81073, 1.13724], [-0.67630, -1.01136, 2.12444], [0.81168, 0.30399, 0.82753], [-1.19758, -0.14682, -0.60726], [-0.39259, 1.23589, -2.83408], [1.83043, -0.22383, -0.96444], [1.55483, 1.35826, -1.12329], [0.53971, -1.69931, 0.69708], [-0.85889, -0.19761, 2.76615], [-1.26221, -1.79881, 2.09240], [0.44821, 1.14401, 1.26012], [-1.68069, 1.00848, -3.44208]], "mulliken_spin": [0.533, -0.059, 0.013, 0.002, 0.006, 0.452, 1.000, 0.052, 0.015, 0.001, 0.000, 0.001, -0.003, -0.012], "charge": 1, "e_tot_ha": -701.00470, "homo_ev": [-9.697, -13.991], "homo_lumo_gap_ha": [0.23198, 0.21695], "spin_multiplicity": 3}